{"formula": "C31H38N2O6", "method": "ωB97M-V/def2-TZVPD", "gap_ha": 0.1445, "molar_mass_g_mol": 534.7, "total_charge": 0, "lumo_energy_ev": -1.51, "homo_energy_ev": -5.44, "relative_energy_kj_mol": 248.79, "symbols": ["C", "C", "C", "C", "C", "C", "O", "O", "C", "C", "C", "O", "O", "C", "C", "H", "H", "H", "H", "H", "H", "H", "H", "H", "H", "H", "H", "H", "H", "H", "H", "H", "H", "H", "C", "O", "C", "C", "C", "C", "N", "C", "C", "C", "C", "C", "C", "C", "C", "C", "C", "O", "N", "C", "C", "C", "C", "C", "H", "H", "H", "H", "H", "H", "H", "H", "H", "H", "H", "H", "H", "H", "H", "H", "H", "H", "H"], "xyz": [[-3.043, -3.803, -2.619], [-1.933, -2.755, -2.684], [-2.025, -1.955, -3.975], [-0.903, -0.934, -4.185], [-0.634, 0.040, -3.084], [0.745, 0.418, -2.872], [1.217, 1.378, -2.271], [1.568, -0.467, -3.505], [2.983, -0.212, -3.339], [3.723, -1.024, -4.371], [-1.728, 0.880, -2.660], [-1.813, 1.686, -1.732], [-2.812, 0.678, -3.439], [-3.930, 1.546, -3.133], [-4.997, 1.171, -4.122], [-2.954, -4.381, -1.698], [-4.029, -3.328, -2.639], [-2.978, -4.494, -3.466], [-1.987, -2.070, -1.826], [-0.949, -3.240, -2.633], [-1.979, -2.639, -4.837], [-2.986, -1.429, -4.032], [0.036, -1.470, -4.363], [-1.134, -0.366, -5.106], [3.178, 0.859, -3.467], [3.261, -0.508, -2.320], [4.789, -0.812, -4.291], [3.576, -2.098, -4.228], [3.405, -0.762, -5.384], [-4.254, 1.381, -2.097], [-3.614, 2.590, -3.260], [-5.872, 1.810, -4.003], [-4.630, 1.290, -5.146], [-5.315, 0.132, -3.987], [5.362, -4.266, 4.649], [3.963, -4.636, 4.666], [3.017, -3.668, 4.515], [1.672, -4.062, 4.725], [0.657, -3.121, 4.669], [0.938, -1.810, 4.269], [-0.105, -0.864, 4.313], [-0.245, 0.251, 3.526], [0.145, 0.324, 2.107], [0.322, 1.686, 1.587], [0.115, 2.070, 0.307], [0.317, 3.461, -0.093], [0.148, 3.848, -1.438], [0.335, 5.152, -1.870], [0.698, 6.141, -0.944], [0.855, 5.797, 0.403], [0.668, 4.481, 0.830], [0.284, -0.706, 1.427], [-1.249, 0.979, 4.068], [-1.755, 2.262, 3.617], [-1.710, 0.363, 5.227], [-1.025, -0.788, 5.364], [2.254, -1.417, 4.011], [3.305, -2.322, 4.179], [5.884, -5.224, 4.675], [5.624, -3.716, 3.736], [5.619, -3.669, 5.535], [1.466, -5.104, 4.959], [-0.364, -3.409, 4.919], [0.712, 2.392, 2.323], [-0.226, 1.373, -0.448], [-0.141, 3.083, -2.145], [0.187, 5.381, -2.924], [0.837, 7.170, -1.275], [1.128, 6.553, 1.142], [0.799, 4.245, 1.888], [-2.664, 2.474, 4.190], [-1.026, 3.064, 3.809], [-2.001, 2.247, 2.549], [-2.496, 0.794, 5.824], [-1.091, -1.544, 6.123], [2.463, -0.385, 3.730], [4.339, -1.998, 4.048]], "lowdin_charge": [-0.1296, -0.2665, -0.2282, -0.1810, -0.0967, -0.4574, 0.0158, -0.0659, -0.2339, -0.0847, -0.4677, -0.0032, -0.0592, -0.2280, -0.0836, 0.0573, 0.0673, 0.0667, 0.1067, 0.1117, 0.1100, 0.0945, 0.1080, 0.1185, 0.1167, 0.1215, 0.0686, 0.0739, 0.0778, 0.1200, 0.1234, 0.0693, 0.0799, 0.0750, -0.0517, -0.0859, -0.2524, 0.0205, -0.0067, -0.2079, 0.0651, -0.0789, -0.3184, -0.0524, 0.0396, -0.1742, -0.0143, -0.0559, -0.0833, -0.0976, -0.0382, 0.1221, -0.0302, 0.0133, 0.0070, 0.0221, 0.0143, 0.0118, 0.0944, 0.0912, 0.1001, 0.1255, 0.1204, 0.0934, 0.1016, 0.0897, 0.1071, 0.0989, 0.0965, 0.0884, 0.1007, 0.1088, 0.1131, 0.1346, 0.1333, 0.1277, 0.1095]}


{"formula": "C31H38N3O", "method": "ωB97M-V/def2-TZVPD", "gap_ha": 0.2198, "molar_mass_g_mol": 468.7, "total_charge": 1, "lumo_energy_ev": -3.89, "homo_energy_ev": -9.87, "symbols": ["C", "C", "C", "C", "C", "C", "N", "C", "N", "C", "C", "C", "C", "C", "C", "C", "C", "C", "C", "C", "C", "C", "C", "H", "H", "H", "H", "H", "H", "H", "H", "H", "H", "H", "H", "H", "H", "H", "H", "H", "H", "H", "H", "H", "H", "H", "H", "C", "O", "C", "C", "C", "C", "C", "N", "C", "C", "C", "C", "H", "H", "H", "H", "H", "H", "H", "H", "H", "H", "H", "H", "H", "H"], "xyz": [[5.637, -0.204, -0.609], [4.427, 0.662, -0.460], [3.398, 0.527, -1.400], [2.155, 1.067, -1.095], [0.835, 0.987, -1.798], [1.994, 1.751, 0.102], [0.610, 1.958, 0.308], [-0.155, 1.150, -0.617], [-1.357, 1.935, -0.847], [-2.670, 1.385, -0.671], [-3.041, 0.777, 0.544], [-2.128, 0.705, 1.732], [-4.358, 0.325, 0.673], [-5.350, 0.701, -0.238], [-6.788, 0.426, 0.085], [-4.963, 1.375, -1.405], [-3.634, 1.740, -1.626], [-3.244, 2.580, -2.795], [-1.143, 3.199, -0.282], [-0.023, 3.181, 0.467], [3.069, 2.175, 0.895], [2.948, 3.242, 1.939], [4.298, 1.567, 0.608], [6.466, 0.157, 0.013], [5.401, -1.230, -0.282], [5.952, -0.244, -1.663], [3.564, -0.025, -2.327], [-0.445, 0.073, -0.204], [0.649, 1.805, -2.522], [0.695, 0.044, -2.329], [-2.665, 0.180, 2.535], [-1.205, 0.144, 1.538], [-1.854, 1.706, 2.100], [-4.607, -0.274, 1.553], [-7.449, 0.935, -0.623], [-7.017, -0.648, 0.066], [-7.032, 0.792, 1.092], [-5.717, 1.652, -2.140], [-3.938, 2.411, -3.619], [-3.274, 3.647, -2.548], [-2.232, 2.346, -3.130], [-1.873, 3.983, -0.409], [0.362, 3.940, 1.125], [3.811, 3.206, 2.612], [2.955, 4.248, 1.492], [2.039, 3.144, 2.539], [5.158, 1.769, 1.248], [5.031, -3.468, 2.206], [4.615, -3.106, 0.875], [3.291, -3.029, 0.566], [2.978, -2.676, -0.762], [1.731, -2.175, -1.064], [0.744, -2.012, -0.081], [-0.523, -1.317, -0.511], [-1.759, -1.880, -0.165], [-2.768, -2.061, -1.189], [-2.073, -2.552, 1.075], [1.008, -2.542, 1.193], [2.250, -3.089, 1.513], [6.120, -3.438, 2.175], [4.663, -2.741, 2.940], [4.706, -4.487, 2.452], [3.773, -2.732, -1.500], [1.517, -1.890, -2.094], [-0.550, -1.209, -1.608], [-3.630, -1.416, -0.965], [-2.373, -1.818, -2.181], [-3.125, -3.099, -1.194], [-3.154, -2.458, 1.249], [-1.862, -3.634, 1.031], [-1.563, -2.101, 1.931], [0.262, -2.530, 1.979], [2.429, -3.513, 2.501]], "lowdin_charge": [-0.0400, -0.2557, 0.0034, -0.1464, -0.0119, -0.1216, 0.0345, -0.2032, -0.0011, -0.1506, -0.2018, -0.0195, -0.0323, -0.2610, -0.0429, 0.0114, -0.1980, -0.0317, -0.0274, -0.0306, -0.1823, -0.0406, 0.0172, 0.0854, 0.0626, 0.0918, 0.1294, 0.0952, 0.1508, 0.0941, 0.0907, 0.0623, 0.0986, 0.1245, 0.0813, 0.0887, 0.0903, 0.1245, 0.0859, 0.0924, 0.0787, 0.1314, 0.1171, 0.0831, 0.0960, 0.0774, 0.1241, -0.0412, -0.0980, -0.2476, 0.0083, -0.0386, -0.1611, -0.0622, -0.1783, -0.0235, -0.0519, -0.0100, 0.0118, 0.0976, 0.0990, 0.1013, 0.1317, 0.1208, 0.1244, 0.0792, 0.1040, 0.1081, 0.0995, 0.1165, 0.0756, 0.0943, 0.1166]}


{"formula": "C31H38N4O5PPr", "method": "ωB97M-V/def2-TZVPD", "multiplicity": 3, "gap_ha": [0.2984, 0.3019], "molar_mass_g_mol": 718.5, "total_charge": 2, "lumo_energy_ev": [-5.29, -5.23], "homo_energy_ev": [-13.41, -13.45], "relative_energy_kj_mol": 28.03, "symbols": ["Pr", "C", "O", "C", "C", "O", "C", "H", "H", "H", "H", "H", "H", "H", "H", "H", "H", "C", "O", "P", "O", "C", "O", "C", "H", "H", "H", "H", "H", "H", "H", "H", "H", "C", "C", "N", "C", "C", "C", "C", "C", "C", "C", "C", "N", "C", "N", "H", "H", "H", "H", "H", "H", "H", "H", "H", "N", "C", "C", "C", "C", "C", "C", "C", "C", "C", "C", "C", "C", "C", "H", "H", "H", "H", "H", "H", "H", "H", "H", "H"], "xyz": [[-0.594, 0.074, -0.394], [-0.851, -1.446, 2.890], [-1.605, -0.862, 1.811], [-2.956, -1.354, 1.707], [-3.203, -1.745, 0.283], [-3.067, -0.560, -0.530], [-4.268, -0.171, -1.212], [-1.404, -1.328, 3.822], [0.092, -0.903, 2.954], [-0.657, -2.498, 2.680], [-3.636, -0.556, 2.017], [-3.101, -2.214, 2.364], [-4.195, -2.183, 0.160], [-2.457, -2.471, -0.058], [-4.554, -0.949, -1.923], [-4.062, 0.756, -1.738], [-5.068, -0.012, -0.487], [1.273, 1.046, -3.581], [0.094, 0.898, -2.731], [-1.309, 0.255, -3.290], [-0.710, -1.021, -4.018], [-1.575, -1.959, -4.687], [-1.694, 1.137, -4.555], [-2.576, 2.272, -4.435], [1.733, 1.995, -3.317], [0.971, 1.044, -4.625], [1.945, 0.215, -3.382], [-0.930, -2.660, -5.206], [-2.207, -1.442, -5.408], [-2.181, -2.491, -3.953], [-3.532, 2.014, -4.883], [-2.122, 3.099, -4.972], [-2.720, 2.553, -3.390], [0.332, 4.788, -0.575], [0.063, 3.479, -0.921], [0.281, 2.457, -0.076], [0.751, 2.733, 1.141], [1.022, 4.016, 1.591], [0.830, 5.057, 0.691], [1.548, 4.230, 2.947], [1.071, 3.721, 4.070], [-0.159, 2.947, 4.283], [-0.484, 2.544, 5.570], [-1.670, 1.852, 5.739], [-2.498, 1.612, 4.722], [-2.107, 2.077, 3.541], [-0.977, 2.708, 3.245], [0.162, 5.581, -1.288], [-0.313, 3.222, -1.903], [0.941, 1.894, 1.797], [1.054, 6.076, 0.982], [2.412, 4.881, 3.027], [1.613, 3.956, 4.980], [0.159, 2.760, 6.411], [-1.973, 1.494, 6.715], [-2.793, 1.919, 2.721], [0.133, -1.907, -0.930], [1.313, -2.324, -0.672], [2.065, -3.286, -1.501], [3.408, -3.563, -1.253], [4.096, -4.455, -2.061], [3.443, -5.076, -3.115], [2.102, -4.804, -3.370], [1.417, -3.912, -2.569], [1.969, -1.768, 0.565], [2.172, -2.580, 1.679], [2.705, -2.051, 2.843], [3.049, -0.703, 2.911], [2.866, 0.108, 1.804], [2.317, -0.418, 0.634], [3.926, -3.079, -0.434], [5.138, -4.667, -1.868], [3.978, -5.777, -3.741], [1.600, -5.296, -4.191], [0.373, -3.688, -2.747], [1.927, -3.634, 1.621], [2.869, -2.692, 3.699], [3.491, -0.299, 3.811], [3.188, 1.141, 1.832], [2.314, 0.194, -0.269]], "mulliken_spin": [2.0118, 0.0026, -0.0018, 0.0009, 0.0016, -0.0018, 0.0008, 0.0002, -0.0015, 0.0001, -0.0007, 0.0000, 0.0003, -0.0008, -0.0002, -0.0004, 0.0002, 0.0008, 0.0016, 0.0041, -0.0010, 0.0001, -0.0015, 0.0004, -0.0002, 0.0002, 0.0001, 0.0000, 0.0000, 0.0001, 0.0000, 0.0000, 0.0000, 0.0013, 0.0043, 0.0000, 0.0028, 0.0005, 0.0007, 0.0000, 0.0001, -0.0002, -0.0001, 0.0000, 0.0000, 0.0007, 0.0004, 0.0000, 0.0003, -0.0054, 0.0000, 0.0000, 0.0000, 0.0000, 0.0000, -0.0005, -0.0271, -0.0040, 0.0026, 0.0002, -0.0003, 0.0004, -0.0003, -0.0002, 0.0022, 0.0027, -0.0006, 0.0009, 0.0009, 0.0066, 0.0002, 0.0000, 0.0000, 0.0000, 0.0008, -0.0001, 0.0000, 0.0000, 0.0000, -0.0055]}